Entry 1:
115
Properties=species:S:1:pos:R:3:mulliken_charge:R:1 method="wB97M-V/def2-TZVPD" s2=2.015 e_lumo_ev="-4.12 / -7.49" charge=+2 gap_ev="7.01 / 5.86" spin_multiplicity=3
H -0.04 2.98 -3.94 0.79
N -0.34 3.90 0.03 -0.41
H 4.83 -1.08 0.26 0.53
C -1.42 -3.47 5.09 -0.95
H 2.82 -4.31 3.44 0.50
H -0.94 -2.62 7.00 0.43
H 0.94 2.00 5.83 0.38
H -2.87 -5.67 -1.06 0.49
C -5.13 -0.35 1.95 -0.72
C -0.75 -5.69 -0.73 -0.71
C 4.03 2.82 -1.79 -0.88
C 1.50 1.18 3.93 0.61
H 3.16 -0.40 -1.25 0.76
H -2.48 1.74 3.67 0.23
P -1.34 -1.72 1.44 0.81
H -4.97 -0.11 -1.43 0.50
C 2.11 -2.19 -4.71 -0.84
H 3.22 2.59 6.50 0.47
C 1.76 1.78 5.16 -0.82
H -3.46 3.33 -5.37 0.43
C -0.65 -1.21 5.41 -0.86
H -1.44 1.55 -1.73 -0.69
N -2.60 4.08 0.49 -0.27
C 4.95 -3.04 1.12 -0.77
H 2.80 -1.59 -4.12 0.14
C -0.71 -0.96 4.04 0.77
H 5.85 -3.29 0.58 0.48
H 1.59 -0.21 -3.48 -0.37
C 4.12 1.84 4.70 -0.89
C 2.65 -2.38 2.54 -0.95
H 1.50 1.30 -5.51 0.33
C 0.33 -5.02 -0.18 -0.74
C 0.66 0.77 -5.06 0.00
H -3.94 1.22 -4.19 0.30
C -2.62 2.75 -4.98 -0.74
H 1.33 -5.44 -0.25 0.52
H 0.47 3.33 -0.14 0.01
H -3.37 0.90 -5.83 0.35
H -2.70 -0.98 -0.99 0.62
H 4.73 1.02 2.83 0.52
H 4.42 3.47 -2.56 0.46
C -5.53 -0.08 0.65 -0.74
C 0.41 -0.55 -5.79 -0.69
H 1.35 -2.22 -6.72 0.39
H 1.77 -2.11 3.11 0.29
H 3.91 4.40 -0.33 0.50
C 3.35 0.64 -1.04 -0.78
C -1.14 -3.27 0.57 0.20
Si -0.25 0.75 3.39 0.43
C 0.14 -3.81 0.47 -0.07
C 3.25 -3.61 2.73 -0.44
C -0.80 2.96 -3.16 -0.71
H 4.85 -4.92 2.15 0.44
C 3.21 -1.46 1.64 1.07
H -1.83 2.84 -5.73 0.30
C 3.10 1.15 0.23 1.00
C 3.04 2.11 5.54 -0.87
C 2.59 0.93 3.09 -0.32
H -2.91 3.21 -2.90 0.09
P 2.35 0.11 1.49 0.86
H -4.65 4.29 0.71 0.40
H 0.99 -3.28 0.89 0.35
C 0.06 0.65 -2.63 -0.70
H -0.40 -1.09 -5.28 0.18
C -1.00 -2.45 5.93 -0.83
N 0.94 0.55 -3.63 0.82
C 3.83 1.47 -2.04 -0.81
C -1.54 3.30 0.24 0.31
H -4.12 2.69 0.16 0.12
H -0.30 -0.44 6.08 0.39
H 4.04 1.07 -3.02 0.51
S 0.07 -0.57 -1.42 -0.14
Au -0.05 0.38 1.01 2.38
H -0.22 1.40 -5.15 -0.33
H -3.23 -3.52 0.08 0.50
H -0.21 4.89 0.12 0.18
H -0.60 -6.63 -1.23 0.43
C 1.62 -1.46 -5.97 -0.66
H -1.82 -4.04 3.07 0.53
H 2.65 -3.09 -4.97 0.44
C 3.89 1.24 3.48 -0.07
H -1.25 3.01 3.63 0.39
H -6.52 0.30 0.45 0.44
H -0.47 3.67 -2.39 0.32
C -2.03 -5.15 -0.64 -0.78
C -1.50 -3.25 3.72 -1.01
H -2.47 5.08 0.57 0.21
C 4.36 -1.80 0.93 -0.54
C -4.65 -0.31 -0.41 -0.89
C -1.48 2.02 4.00 -1.14
H -3.92 3.15 1.85 0.22
C -2.16 3.39 -3.68 -0.63
C 3.75 3.35 -0.53 -0.71
C 3.28 2.52 0.48 -1.14
C -3.89 3.52 0.83 -0.65
H -1.49 2.06 5.09 0.46
H -1.70 -4.43 5.49 0.45
H -5.82 -0.18 2.77 0.47
O -1.66 2.06 0.17 -0.50
H 2.44 -0.89 -6.40 0.30
H 0.02 -0.29 -6.78 0.45
H 1.27 -2.48 -4.06 0.21
C -3.07 1.30 -4.86 -0.82
H -3.56 -1.07 3.22 0.54
C -2.99 -1.08 1.14 1.00
C 4.39 -3.95 2.01 -0.78
H 5.12 2.10 5.00 0.46
C -3.86 -0.84 2.20 -0.97
C -1.15 -2.00 3.21 0.42
H 3.08 2.92 1.46 0.43
H -2.12 4.48 -3.81 0.46
N -0.82 1.64 -2.54 1.26
C -3.38 -0.80 -0.17 -0.25
C -2.23 -3.93 0.00 -0.52
H -2.30 0.65 -4.46 0.06


Entry 2:
119
Properties=species:S:1:pos:R:3:mulliken_charge:R:1 method="wB97M-V/def2-TZVPD" s2=3.952 e_lumo_ev="-1.24 / -1.25" charge=0 gap_ev="4.39 / 4.60" spin_multiplicity=4
H 19.17 17.47 14.20 0.24
H 17.00 16.76 16.31 0.45
H 18.63 13.55 9.93 0.37
C 8.38 12.20 11.63 -0.07
C 9.54 13.98 16.08 -1.29
H 9.02 21.94 9.31 0.32
H 16.28 18.79 11.44 0.59
O 13.38 17.83 14.34 -0.76
H 11.74 11.95 15.56 0.38
H 8.67 14.64 15.87 0.33
H 7.66 10.57 12.77 0.44
C 8.04 10.62 9.41 -0.79
H 15.62 13.69 13.08 0.26
C 18.52 14.92 11.57 -0.24
Sb 16.76 16.22 12.24 0.25
H 15.89 11.14 12.78 0.40
H 19.19 15.61 11.13 0.68
C 10.84 15.40 8.68 -0.28
H 12.45 24.43 10.40 0.43
H 16.09 17.97 14.14 -0.22
H 10.90 16.59 15.68 0.65
C 12.15 24.10 8.31 -0.21
H 15.36 18.32 9.14 0.45
H 12.67 16.14 15.33 -0.48
C 8.56 11.90 9.26 -0.11
N 10.98 22.44 11.29 -0.88
H 19.27 15.04 13.63 0.19
C 13.28 19.87 13.27 -1.10
C 17.80 14.02 10.50 -1.16
H 12.87 12.32 17.60 0.38
H 13.75 14.66 17.07 0.32
H 18.39 13.42 13.30 0.16
H 9.86 16.17 17.41 0.44
H 18.32 18.85 13.41 0.33
N 11.85 15.61 17.21 0.14
H 20.06 13.88 12.59 0.43
H 15.99 16.71 9.24 0.28
H 7.53 14.45 8.48 0.39
C 12.15 12.97 15.69 -1.04
C 14.77 13.09 12.79 -0.33
H 18.86 18.00 10.86 0.32
C 9.63 14.76 8.98 0.57
C 7.71 10.11 10.69 -0.36
C 10.30 22.66 7.68 -0.14
C 9.52 14.02 10.28 -0.33
H 12.99 21.71 12.09 0.36
C 11.90 23.89 9.64 -0.50
C 17.01 17.35 14.23 0.70
C 9.74 16.44 6.83 -0.26
H 9.08 12.97 15.94 0.34
C 10.72 19.10 12.27 1.58
C 12.72 18.56 13.60 0.07
C 13.50 13.62 12.48 0.58
H 12.96 24.76 7.93 0.32
C 8.55 15.89 7.17 -0.80
C 11.38 18.22 13.07 -0.42
C 9.94 22.50 9.05 -0.27
N 9.98 14.08 17.45 0.18
C 14.95 11.73 12.61 -0.67
C 12.44 12.74 12.19 0.46
P 11.06 14.27 15.04 2.39
N 10.67 17.06 13.49 0.65
H 17.29 13.18 10.98 0.23
Se 13.39 15.51 12.32 0.42
C 10.84 22.97 10.02 0.12
C 11.40 23.42 7.31 0.05
C 9.42 16.74 13.03 0.01
H 8.93 12.29 8.31 0.42
C 10.92 16.17 7.53 -0.85
H 11.93 10.60 12.16 0.53
H 10.36 12.07 17.57 0.41
H 17.17 14.58 9.79 0.30
N 10.13 14.50 11.27 -0.62
C 12.57 20.77 12.51 -0.30
H 18.43 18.74 15.10 0.44
H 9.73 17.17 5.97 0.30
H 14.66 17.14 10.34 0.02
H 12.83 14.57 18.66 0.40
C 8.73 12.72 10.36 0.47
C 10.53 15.41 17.83 -0.79
H 11.00 12.95 18.95 0.34
H 14.29 20.06 13.65 0.48
C 10.84 13.00 17.86 -0.88
C 18.32 18.11 14.21 -1.36
H 7.91 17.18 11.50 0.47
C 9.44 18.72 11.75 -0.78
C 19.04 14.25 12.87 -1.04
H 17.52 15.38 15.22 0.24
H 8.64 12.82 12.50 0.08
Br 12.10 23.33 5.54 -0.21
H 18.12 19.16 9.73 0.42
C 8.46 14.93 8.17 -0.31
N 10.50 21.24 11.41 0.07
N 12.23 13.11 17.25 0.07
H 7.43 9.05 10.79 0.34
C 12.80 14.52 17.59 -0.59
N 13.96 10.92 12.20 -0.66
C 16.64 18.02 10.80 -0.02
C 11.25 20.41 12.10 -0.21
H 11.84 16.67 7.21 0.40
H 15.86 15.85 15.35 -0.04
C 18.02 18.15 10.16 -1.48
V 10.92 15.16 12.90 0.18
H 10.60 15.46 18.91 0.28
C 12.69 11.36 12.24 -1.03
C 11.68 15.80 15.79 -0.58
H 7.63 16.20 6.72 0.41
H 8.91 19.47 11.13 0.35
H 8.81 15.98 13.60 0.24
C 15.56 17.51 9.84 -1.06
H 18.09 17.43 9.35 0.35
C 8.87 17.47 11.96 -0.84
H 7.85 10.04 8.50 0.37
C 7.85 10.93 11.79 -0.81
H 11.66 15.43 9.36 0.54
C 16.86 16.27 15.34 -0.86
H 13.18 13.03 15.29 0.43
H 9.68 22.17 6.85 0.27
H 11.40 13.09 11.96 -0.21


| no. | E (hartree) | molar mass (g/mol) |
| --- | --- | --- |
| 1 | -3663.25723 | 1025.1 |
| 2 | -8877.23808 | 1124.6 |